1.
Computed, not measured: 2 unconnected molecules or ions with the total composition CH7NOS2 at a distorted geometry, with ωB97M-V/def2-TZVPD.

Structure (XYZ):
```
12
Properties=species:S:1:pos:R:3:forces:R:3
N -0.439656 1.810180 0.185400 0.58 -0.66 -0.26
C -0.492443 0.887673 1.286823 -1.12 2.08 0.18
O -0.779270 1.527611 2.539191 -0.33 -0.37 0.39
H -1.151132 2.515057 0.055597 0.01 -0.28 0.36
H 0.488621 2.128369 0.005375 0.23 0.49 -0.18
H -1.385842 0.290630 1.156142 0.35 -0.85 0.00
H 0.469222 0.398857 1.375522 -0.06 -0.60 -0.33
H -0.281486 2.337614 2.636410 0.36 0.19 -0.17
S 0.926598 -3.974049 -2.822679 0.28 -1.11 0.36
S 0.787401 -1.976559 -2.790731 -0.38 1.14 0.19
H 0.171846 -4.395241 -1.763337 0.14 0.49 -0.36
H 1.686143 -1.550142 -1.863713 -0.05 -0.51 -0.19
```
Positions in Å, forces in eV/Å.

Calculated values
E_tot = -26357.917 eV
spin multiplicity = 1
energy relative to the best compared isomer or geometry (same formula, charge and spin) = 0.357 eV

Atomic charges from the Mulliken analysis, expressed in e, are listed below: -0.47 -0.18 -0.54 0.20 0.20 0.23 0.29 0.28 -0.17 -0.15 0.16 0.16

2.
Computed, not measured: a gas-phase ion, C4H7N2 (charge +1) at a distorted geometry, with ωB97M-V/def2-TZVPD.

Structure (XYZ):
```
13
Properties=species:S:1:pos:R:3:forces:R:3
C 1.128079 -1.068462 1.210797 1.67 0.14 0.18
C 0.280977 -0.294912 0.241833 -3.71 -1.52 0.60
C -1.110465 -0.444685 -0.047405 1.29 -0.09 0.00
N -1.550573 0.563290 -0.882912 4.61 1.74 0.36
C -0.388186 1.432116 -1.104053 -4.04 -2.28 -0.41
N 0.566167 0.833384 -0.372174 1.90 3.63 -3.11
H 1.309638 -2.103299 0.938527 -0.53 -0.19 -0.46
H 2.214052 -0.727805 1.344864 -1.75 0.25 -0.23
H 0.627789 -1.096752 2.177655 0.16 0.18 0.05
H -1.712509 -1.273363 0.278683 -0.36 0.16 -0.01
H -2.470980 0.743182 -1.265215 0.10 -0.24 0.15
H -0.386851 2.245014 -1.936220 0.41 -1.56 2.11
H 1.492862 1.192292 -0.584380 0.25 -0.22 0.77
```
Positions in Å, forces in eV/Å.

Calculated values
E_tot = -7234.573 eV
net charge = +1
spin multiplicity = 1
energy relative to the best compared isomer or geometry (same formula, charge and spin) = 1.166 eV

Atomic charges from the Mulliken analysis, expressed in e, are listed below: -1.09 0.57 -0.39 -0.06 -0.18 -0.04 0.35 0.31 0.29 0.41 0.23 0.34 0.28

| no. | orbital gap (eV) |
| --- | --- |
| 1 | 9.90 |
| 2 | 10.17 |